This record from the OMol25 dataset describes C28H25CdF5N3S as an isolated structure at a distorted geometry. The level of theory is ωB97M-V/def2-TZVPD.

Geometry as ORCA input:
```
! wB97M-V def2-TZVPD RIJCOSX def2/J DEFGRID3
* xyz -1 1
Cd 0.3168 0.2506 0.5459
C 2.4414 -2.9498 1.4607
C 1.1661 -3.2412 0.7180
C 1.0010 -4.4232 0.0074
C -0.2251 -4.6625 -0.5954
C -1.2160 -3.7018 -0.5204
C -0.9538 -2.5032 0.1387
N 0.2099 -2.3150 0.7774
C -1.8079 -1.2468 -0.0227
C -3.2496 -1.5065 -0.3587
C -4.2403 -0.7790 0.2001
C -3.9730 0.2353 1.1629
C -2.6573 0.3691 1.5794
N -1.6808 -0.4337 1.1871
C -2.2264 1.4773 2.4767
C -3.1178 2.4224 2.9903
C -2.6316 3.4872 3.7220
C -1.2698 3.5738 3.9743
C -0.4400 2.5832 3.4655
C 1.0351 2.5727 3.7468
N -0.9105 1.5866 2.7165
H 2.5601 -3.6467 2.2927
H 3.3073 -3.0579 0.8064
H 2.4137 -1.9336 1.8497
H 1.8116 -5.1361 -0.0694
H -0.3961 -5.5836 -1.1393
H -2.1711 -3.8650 -0.9974
H -3.4785 -2.2509 -1.1106
H -5.2672 -0.9541 -0.1061
H -4.7788 0.8314 1.5625
H -4.1785 2.3339 2.8103
H -3.3049 4.2436 4.1062
H -0.8551 4.3905 4.5501
H 1.2786 3.2341 4.5772
H 1.3488 1.5552 3.9778
H 1.6024 2.8903 2.8694
F 6.3528 0.1554 -3.7261
C 5.5955 0.4011 -2.6467
C 4.3919 -0.2535 -2.4614
F 3.9848 -1.1560 -3.3649
C 3.6162 0.0161 -1.3531
F 2.4699 -0.6640 -1.2224
C 3.9712 0.9637 -0.3790
S 3.0212 1.3262 1.0006
C 5.2020 1.6021 -0.6095
F 5.6290 2.5307 0.2560
C 5.9979 1.3299 -1.7021
F 7.1678 1.9658 -1.8649
C -0.2771 1.0135 -2.9198
C -1.4959 0.3935 -2.2186
C -2.3547 1.5175 -1.6382
C -2.3119 -0.3681 -3.2790
C -0.9305 -0.5504 -1.1520
H -0.5807 1.6628 -3.7469
H 0.3714 0.2308 -3.3204
H 0.3038 1.6057 -2.2089
H -2.6493 2.2155 -2.4280
H -1.7974 2.0729 -0.8774
H -3.2571 1.1226 -1.1792
H -2.5894 0.2942 -4.1056
H -3.2250 -0.7671 -2.8412
H -1.7297 -1.1996 -3.6843
H -0.3391 -1.3079 -1.6792
*
```

Properties
Total energy   -62899.480 eV
E_HOMO   -0.1259 hartree
E_LUMO   2.70 eV
HOMO-LUMO gap   6.125 eV



This record from the OMol25 dataset describes C28H25FN5O4SeZn as an isolated structure. The level of theory is ωB97M-V/def2-TZVPD.

Geometry as ORCA input:
```
! wB97M-V def2-TZVPD RIJCOSX def2/J DEFGRID3
* xyz 1 1
Zn -0.1101 -0.6390 -0.3285
C 7.1642 0.8219 -0.4599
C 6.7037 -0.3494 -1.3209
C 7.6297 -1.5540 -1.2600
C 7.6595 -2.1417 0.1434
C 6.2630 -2.3864 0.6552
C 6.0303 -3.2971 1.6580
C 4.7373 -3.5212 2.1245
F 4.5666 -4.4183 3.1071
C 3.6572 -2.8681 1.6092
C 3.8641 -1.9369 0.5820
C 2.7144 -1.2428 0.0117
O 1.5817 -1.4011 0.5489
C 2.9826 -0.3954 -1.1000
C 4.2846 -0.1729 -1.4679
N 5.3410 -0.7663 -0.9119
C 5.1615 -1.6935 0.1083
C 1.9231 0.3398 -1.8924
O 2.1892 1.4235 -2.3782
O 0.7849 -0.2777 -2.0240
H 8.1723 1.1241 -0.7459
H 7.1696 0.5578 0.5987
H 6.5004 1.6777 -0.5913
H 6.6180 -0.0229 -2.3561
H 8.6276 -1.2491 -1.5732
H 7.2781 -2.3068 -1.9696
H 8.1855 -1.4674 0.8242
H 8.2152 -3.0795 0.1495
H 6.8482 -3.8585 2.0934
H 2.6567 -3.0549 1.9721
H 4.4889 0.5404 -2.2579
C -4.3842 0.5618 -0.4103
C -2.8943 0.7169 -0.5128
O -2.1480 -0.2410 -0.2578
N -2.4390 1.9077 -0.9139
C -1.0283 2.2142 -1.1631
C -0.2359 2.3406 0.1149
C 0.0346 3.5778 0.6742
C 0.7536 3.6471 1.8559
C 1.1879 2.4724 2.4470
C 0.8934 1.2733 1.8248
N 0.1957 1.2059 0.6853
H -4.6120 -0.2590 0.2630
H -4.7821 0.3202 -1.3970
H -4.8653 1.4738 -0.0589
H -3.1186 2.6273 -1.0945
H -0.9883 3.1525 -1.7085
H -0.5861 1.4516 -1.8064
H -0.3100 4.4768 0.1804
H 0.9752 4.6058 2.3063
H 1.7534 2.4781 3.3683
H 1.2272 0.3275 2.2305
Se 0.3466 -3.1059 -2.4051
N -0.5719 -2.5560 -0.9773
C -1.2143 -3.5925 -0.4723
C -2.0513 -3.5659 0.6836
C -2.6440 -4.7214 1.0685
C -2.4574 -5.9528 0.3513
C -1.6750 -6.0228 -0.7486
C -1.0208 -4.8321 -1.1982
N -0.2310 -4.7611 -2.2508
H -2.1989 -2.6350 1.2158
H -3.2836 -4.7285 1.9421
H -2.9640 -6.8388 0.7114
H -1.5226 -6.9422 -1.2969
*
```

Properties
Total energy   -161563.060 eV
E_HOMO   -0.4018 hartree
E_LUMO   -3.12 eV
HOMO-LUMO gap   7.813 eV



This record from the OMol25 dataset describes C28H25GeHfN2O6 as an isolated structure. The level of theory is ωB97M-V/def2-TZVPD.

Geometry as ORCA input:
```
! wB97M-V def2-TZVPD RIJCOSX def2/J DEFGRID3
* xyz 1 1
Hf 0.4818 0.3738 -1.3976
O 3.0075 -0.9354 -4.5476
C 2.4775 -0.5951 -3.3907
O 1.3369 -0.9771 -3.0583
C 3.2375 0.2544 -2.4959
C 4.4513 0.7409 -2.8270
C 5.1274 1.6293 -1.9138
C 4.5428 1.8781 -0.7304
C 3.2751 1.3100 -0.3215
N 2.5396 0.5345 -1.2884
C 2.8155 1.4728 0.9430
O 3.5279 2.0331 1.9484
O 1.6181 1.0982 1.4182
H 2.3727 -1.4846 -5.0231
H 4.8927 0.4792 -3.7778
H 6.0693 2.0779 -2.1886
H 5.0300 2.5595 -0.0431
H 4.4653 1.8577 1.8277
N -1.5613 -0.4964 -3.0682
C -1.8465 0.8057 -3.7508
C -0.8436 1.6153 -2.9747
O -1.1077 1.7954 -1.7377
O 0.3755 1.6017 -3.2971
H -1.1766 -1.1643 -3.7204
H -2.4003 -0.8667 -2.6355
H -2.8670 1.1257 -3.5640
H -1.6307 0.7660 -4.8139
C 0.4617 1.3734 0.5776
Ge -0.9203 0.1317 1.3897
C -2.5122 -0.1920 0.2939
C -2.8681 -1.4983 -0.0487
C -4.0266 -1.7640 -0.7723
C -4.8572 -0.7208 -1.1510
C -4.5389 0.5830 -0.7873
C -3.3792 0.8401 -0.0737
C -1.3918 0.5561 3.2008
C -1.6902 -0.4703 4.0974
C -2.0870 -0.1785 5.3941
C -2.1904 1.1430 5.8031
C -1.8945 2.1705 4.9207
C -1.4911 1.8782 3.6261
C 0.1889 -1.4506 1.0864
C 1.1154 -1.8689 2.0427
C 2.1160 -2.7715 1.7227
C 2.2452 -3.2706 0.4298
C 1.3549 -2.8645 -0.5451
C 0.3398 -1.9637 -0.2138
H 0.2124 2.4307 0.6953
H -2.2433 -2.3331 0.2464
H -4.2883 -2.7839 -1.0235
H -5.7636 -0.9213 -1.7077
H -5.1991 1.3981 -1.0540
H -3.1486 1.8667 0.1822
H -1.6226 -1.5099 3.7945
H -2.3154 -0.9808 6.0830
H -2.5004 1.3716 6.8143
H -1.9706 3.2003 5.2432
H -1.2421 2.6930 2.9552
H 1.0675 -1.4729 3.0497
H 2.8143 -3.0873 2.4871
H 3.0329 -3.9736 0.1966
H 1.4264 -3.2462 -1.5549
H -0.4447 -1.8032 -0.9714
*
```

Properties
Total energy   -102525.071 eV
E_HOMO   -0.3415 hartree
E_LUMO   -3.14 eV
HOMO-LUMO gap   6.148 eV



This record from the OMol25 dataset describes C28H25N3OS3V as an isolated structure. The level of theory is ωB97M-V/def2-TZVPD.

Geometry as ORCA input:
```
! wB97M-V def2-TZVPD RIJCOSX def2/J DEFGRID3
* xyz 2 2
V 0.1446 0.2931 -1.1057
C -0.7124 4.1601 0.4557
C -1.0037 2.8804 -0.2467
N -0.0647 2.0034 -0.4305
N 1.2137 1.9589 0.0721
C 2.1436 1.6410 -0.8317
S 1.7379 1.1505 -2.4657
S 3.7887 1.5416 -0.3661
C 3.6907 1.7218 1.4456
C 3.0764 0.5151 2.1053
C 1.9051 0.6363 2.8475
C 1.3518 -0.4714 3.4764
C 1.9649 -1.7122 3.3627
C 3.1334 -1.8430 2.6199
C 3.6855 -0.7329 1.9963
C -2.3020 2.5415 -0.7812
C -3.3710 3.4498 -0.6742
C -4.6079 3.1477 -1.1906
C -4.8115 1.9246 -1.8317
C -3.7875 1.0050 -1.9493
C -2.5401 1.3067 -1.4253
O -1.5597 0.3738 -1.5356
H 0.3457 4.2485 0.6829
H -1.2829 4.1964 1.3863
H -1.0234 5.0066 -0.1553
H 3.1590 2.6406 1.6802
H 4.7359 1.8492 1.7313
H 1.4348 1.6063 2.9479
H 0.4539 -0.3616 4.0701
H 1.5493 -2.5681 3.8787
H 3.6314 -2.8021 2.5485
H 4.6078 -0.8362 1.4354
H -3.2150 4.3996 -0.1822
H -5.4187 3.8567 -1.1045
H -5.7839 1.6899 -2.2434
H -3.9324 0.0545 -2.4433
N 0.7705 -1.1340 -0.0385
S 0.5110 -2.5638 -0.8007
C -0.4360 -3.6047 0.2535
C -1.7404 -3.8642 -0.1483
C -2.5362 -4.6611 0.6621
C -2.0206 -5.1754 1.8428
C -0.7089 -4.9072 2.2276
C 0.0999 -4.1190 1.4307
C 2.1089 -3.3402 -0.9191
C 3.2310 -2.5319 -1.0325
C 4.4638 -3.1395 -1.2161
C 4.5557 -4.5222 -1.2980
C 3.4170 -5.3110 -1.2011
C 2.1751 -4.7246 -1.0146
H 1.2855 -1.1611 0.8455
H -2.1226 -3.4623 -1.0782
H -3.5516 -4.8854 0.3670
H -2.6419 -5.8007 2.4697
H -0.3176 -5.3251 3.1451
H 1.1276 -3.9193 1.7047
H 3.1548 -1.4543 -0.9734
H 5.3529 -2.5295 -1.3028
H 5.5202 -4.9889 -1.4452
H 3.4922 -6.3872 -1.2723
H 1.2863 -5.3368 -0.9391
*
```

Properties
<S²>   0.774
Total energy   -94138.799 eV
E_HOMO (spin up / spin down)   -0.5345 / -0.5351 hartree
E_LUMO (spin up / spin down)   -7.25 / -7.41 eV
HOMO-LUMO gap (spin up / spin down)   7.294 / 7.155 eV



This record from the OMol25 dataset describes C28H25N4O4RuS as an isolated structure. The level of theory is ωB97M-V/def2-TZVPD.

Geometry as ORCA input:
```
! wB97M-V def2-TZVPD RIJCOSX def2/J DEFGRID3
* xyz 0 2
Ru 1.2902 0.5036 1.5072
N 0.6276 -0.5607 3.1563
N -0.7764 -0.6899 3.0394
C -1.4783 0.1860 2.1745
O -2.6918 0.1771 2.2409
O -0.7505 0.8776 1.3574
H 1.0558 -1.4792 3.2410
H 0.9080 0.0055 3.9580
H -1.2655 -0.9717 3.8738
C -3.9261 -1.5340 -3.0436
C -3.5746 -1.4319 -1.5540
C -3.6776 0.0336 -1.1275
C -4.5804 -2.2447 -0.7260
C -2.1785 -2.0025 -1.3073
C -1.8823 -3.3157 -1.7149
C -0.6662 -3.9085 -1.4529
C 0.2860 -3.1724 -0.7571
S 1.8579 -3.6665 -0.2128
C 2.0740 -2.1223 0.5264
N 1.0767 -1.2865 0.3638
C 0.0248 -1.8628 -0.3551
C -1.2098 -1.2752 -0.6394
C 3.2215 -1.6980 1.2982
C 4.3324 -2.5099 1.5361
C 5.3783 -2.0155 2.2876
C 5.2986 -0.7194 2.7937
C 4.1884 0.0804 2.5634
C 3.1146 -0.3872 1.7997
H -4.9234 -1.1249 -3.2166
H -3.9258 -2.5648 -3.4000
H -3.2158 -0.9672 -3.6497
H -4.6712 0.4107 -1.3774
H -2.9464 0.6560 -1.6479
H -3.5294 0.1590 -0.0532
H -5.5930 -1.8736 -0.8985
H -4.3582 -2.1514 0.3383
H -4.5595 -3.3033 -0.9918
H -2.6367 -3.8953 -2.2308
H -0.4674 -4.9259 -1.7628
H -1.4030 -0.2755 -0.2852
H 4.3745 -3.5167 1.1348
H 6.2494 -2.6263 2.4829
H 6.1200 -0.3246 3.3793
H 4.1676 1.0788 2.9794
O 3.3109 3.5651 2.8008
C 2.4159 2.9358 2.2877
O 1.7890 1.9146 2.8192
C 1.8509 3.3080 0.9362
C 1.6570 4.6630 0.6136
C 0.9430 4.9683 -0.5065
C 0.4742 3.9274 -1.3393
C -0.2374 4.1634 -2.5403
C -0.6011 3.1237 -3.3445
C -0.2653 1.7980 -2.9884
C 0.4000 1.5378 -1.8266
C 0.7647 2.5977 -0.9691
N 1.4297 2.3131 0.1871
H 2.0595 5.4136 1.2782
H 0.7331 5.9967 -0.7746
H -0.4721 5.1851 -2.8121
H -1.1371 3.3097 -4.2657
H -0.5408 0.9832 -3.6460
H 0.6672 0.5313 -1.5376
*
```

Properties
<S²>   0.754
Total energy   -57012.468 eV
E_HOMO (spin up / spin down)   -0.3062 / -0.3003 hartree
E_LUMO (spin up / spin down)   -0.42 / -0.81 eV
HOMO-LUMO gap (spin up / spin down)   7.912 / 7.363 eV



This record from the OMol25 dataset describes C28H26AuCl3N10O2Si as an isolated structure at a distorted geometry. The level of theory is ωB97M-V/def2-TZVPD.

Geometry as ORCA input:
```
! wB97M-V def2-TZVPD RIJCOSX def2/J DEFGRID3
* xyz 2 1
Au -0.9392 -1.3475 -1.0945
C 4.6212 -0.2257 -1.0492
N 3.3616 -0.8868 -1.3249
C 2.1085 -0.4465 -1.2256
N 1.2766 -1.4082 -1.6022
C 2.0902 -2.4339 -1.9396
N 3.3472 -2.1381 -1.7768
C 4.7115 0.2467 0.3827
C 5.6124 -0.3384 1.2686
C 5.6796 0.0781 2.5918
C 4.8129 1.0451 3.0645
C 3.9126 1.6428 2.1795
C 3.8903 1.2653 0.8341
C 2.9546 2.6124 2.6397
N 2.8854 3.2187 3.7963
N 1.8144 3.9712 3.7976
C 1.2127 3.8265 2.6443
O 1.9065 2.9712 1.8608
C -0.0346 4.4037 2.2241
C -0.6973 5.3066 3.0582
C -1.9112 5.8300 2.6571
C -2.4755 5.4470 1.4480
C -1.8232 4.5369 0.6131
C -2.4543 4.1545 -0.7101
N -1.8928 2.9542 -1.2746
C -1.9478 1.7070 -0.8067
N -1.2206 0.9177 -1.5848
C -0.7478 1.7472 -2.5438
N -1.1337 2.9796 -2.3688
C -0.5971 4.0283 1.0004
H 4.7292 0.6141 -1.7415
H 5.4026 -0.9585 -1.2613
H 1.7977 0.5204 -0.8966
H 1.7524 -3.3709 -2.3241
H 6.2718 -1.1195 0.9232
H 6.4042 -0.3673 3.2555
H 4.8110 1.3407 4.1020
H 3.2419 1.7978 0.1554
H -0.2475 5.5745 4.0009
H -2.4234 6.5406 3.2868
H -3.4273 5.8606 1.1484
H -2.2930 4.9586 -1.4368
H -3.5340 4.0287 -0.5832
H -2.4981 1.3929 0.0540
H -0.1319 1.4412 -3.3620
H -0.0590 3.3351 0.3718
C -5.4514 -1.9647 -0.5983
C -4.1173 -2.1093 -1.2654
O -3.2567 -1.2315 -1.1465
N -3.9411 -3.2331 -1.9662
C -2.7723 -3.5007 -2.7835
C -1.7658 -4.3476 -2.0469
C -1.7667 -5.7325 -2.1722
C -0.8378 -6.4730 -1.4599
C 0.0637 -5.8098 -0.6409
C -0.0131 -4.4301 -0.5602
N -0.9027 -3.7256 -1.2497
H -5.5561 -0.9530 -0.2187
H -5.5081 -2.6562 0.2419
H -6.2633 -2.1783 -1.2895
H -4.6778 -3.9260 -1.9560
H -2.3189 -2.5375 -3.0420
H -3.0823 -4.0028 -3.7035
H -2.4722 -6.2168 -2.8294
H -0.8136 -7.5469 -1.5452
H 0.8025 -6.3482 -0.0701
H 0.6544 -3.8739 0.0790
Cl 0.6611 -0.2013 2.0152
Si -1.0470 -1.1470 1.4125
Cl -2.6306 -0.1114 2.1108
Cl -1.1094 -2.9980 2.2307
*
```

Properties
Total energy   -97580.503 eV
E_HOMO (spin up / spin down)   -0.4630 / -0.4630 hartree
E_LUMO (spin up / spin down)   -8.83 / -8.82 eV
HOMO-LUMO gap (spin up / spin down)   3.768 / 3.781 eV



This record from the OMol25 dataset describes C28H26BN10OS2Sr as an isolated structure at a distorted geometry. The level of theory is ωB97M-V/def2-TZVPD.

Geometry as ORCA input:
```
! wB97M-V def2-TZVPD RIJCOSX def2/J DEFGRID3
* xyz 0 2
Sr 0.4652 -0.1081 -0.5092
C 5.2307 -0.6715 0.6816
C 3.7459 -0.9503 0.5527
N 2.8829 0.0503 0.5330
N 3.4207 1.2683 0.5856
C 2.6285 2.2726 0.8742
S 1.0428 2.1872 1.4677
S 3.4564 3.8515 0.7056
C 3.4286 4.3386 2.4826
C 4.1101 3.2525 3.2852
C 5.4829 3.0492 3.1630
C 6.0957 1.9739 3.7865
C 5.3421 1.0866 4.5494
C 3.9801 1.2945 4.6955
C 3.3679 2.3755 4.0680
C 3.3158 -2.3101 0.4825
C 4.3043 -3.3003 0.2271
C 4.0173 -4.6252 0.1654
C 2.6833 -5.0789 0.3887
C 1.7014 -4.1901 0.6527
C 1.9373 -2.7664 0.7115
O 0.9586 -2.0198 0.9835
H 5.3888 0.3553 0.9869
H 5.7297 -0.8268 -0.2779
H 5.6840 -1.3396 1.4109
H 2.3985 4.4954 2.7896
H 3.9619 5.2872 2.5293
H 6.0635 3.7215 2.5426
H 7.1618 1.8244 3.6771
H 5.8191 0.2449 5.0344
H 3.3868 0.6120 5.2905
H 2.3006 2.5282 4.1676
H 5.3204 -2.9853 0.0426
H 4.8024 -5.3342 -0.0591
H 2.4598 -6.1371 0.3430
H 0.6798 -4.4991 0.8289
C -2.0662 3.2333 -3.0619
C -1.5726 2.6648 -1.8831
N -1.0291 1.4776 -2.1241
N -1.1554 1.2617 -3.4573
C -1.7770 2.3134 -4.0407
B -0.5546 -0.0308 -4.0468
N 1.0109 0.0176 -3.9430
C 1.8223 0.2862 -4.9970
C 3.1019 0.4516 -4.5269
C 2.9919 0.2809 -3.1429
N 1.7340 0.0317 -2.8020
N -1.1802 -1.2603 -3.3235
C -2.2760 -1.9212 -3.7616
C -2.6077 -2.8744 -2.8287
C -1.6539 -2.7179 -1.8167
N -0.8047 -1.7415 -2.1169
N -0.8519 -0.2500 -5.5543
C -0.5498 -1.4064 -6.2029
C -0.7721 -1.2121 -7.5392
C -1.1198 0.1500 -7.6361
N -1.2245 0.7033 -6.4396
H -2.5603 4.1804 -3.1877
H -1.5816 3.0599 -0.8795
H -1.9566 2.3237 -5.0980
H 1.4508 0.3504 -6.0038
H 3.9844 0.6665 -5.1030
H 3.7561 0.3316 -2.3830
H -2.7447 -1.6835 -4.6994
H -3.4174 -3.5809 -2.8782
H -1.5380 -3.2555 -0.8893
H -0.2175 -2.2775 -5.6646
H -0.6584 -1.9308 -8.3321
H -1.3615 0.7264 -8.5150
*
```

Properties
<S²>   0.819
Total energy   -69593.164 eV
E_HOMO (spin up / spin down)   -0.3014 / -0.2947 hartree
E_LUMO (spin up / spin down)   -0.41 / -2.88 eV
HOMO-LUMO gap (spin up / spin down)   7.795 / 5.143 eV



Which value of total energy does entry 5 give? -57012.468 eV